Model 1:
Molecular formula: C36H104N4O24
Method: DFT, the ωB97M-V functional and the def2-TZVPD basis

Bonds (Å) are listed after each position.
Cartesian coordinates (Å):
1 H 22.572 20.612 3.746  C136 1.090
2 H 29.899 16.301 -1.561  C134 1.090
3 H 25.442 11.967 0.134  C51 1.090
4 H 25.318 21.507 3.132  C164 1.090
5 H 23.350 8.896 4.592  C114 1.090
6 C 23.925 13.730 -4.390  H12 1.090, H108 1.090, C113 1.495, H162 1.090
7 H 29.676 12.945 5.383  O58 0.960
8 C 28.217 16.481 6.166  H18 1.090, H90 1.090, C112 1.544, O126 1.469
9 C 28.347 19.975 2.164  H13 1.090, C52 1.475, H125 1.090, O157 1.426
10 C 25.534 11.458 5.145  H95 1.090, H97 1.090, O118 1.459, H131 1.090
11 H 31.995 19.273 0.388  N39 1.010
12 H 23.994 14.750 -4.768  C6 1.090
13 H 29.086 20.749 2.373  C9 1.090
14 O 23.235 21.088 1.974  H80 0.960, C136 1.358
15 H 25.761 19.404 3.774  O153 0.960
16 H 27.279 17.492 -2.807  O138 0.960
17 H 21.431 20.301 -2.082  C160 1.090
18 H 28.869 16.158 6.977  C8 1.090
19 H 23.729 9.700 6.041  C114 1.090
20 C 22.485 18.766 -0.893  O62 1.452, H101 1.090, H117 1.090, C160 1.552
21 H 23.670 16.294 7.258  C107 1.090
22 H 26.106 8.709 5.847  C54 1.090
23 H 23.245 18.438 8.287  C65 1.090
24 O 26.462 15.475 4.835  H44 0.960, C112 1.407
25 C 31.738 21.222 -2.479  H30 1.090, O53 1.435, H96 1.090, H124 1.090
26 H 30.027 13.231 -2.044  C35 1.090
27 H 27.691 16.251 1.696  C43 1.090
28 H 24.828 11.729 -2.291  C158 1.090
29 H 29.549 11.185 -3.149  O64 0.960
30 H 30.789 21.682 -2.202  C25 1.090
31 H 26.580 14.759 3.148  O147 0.960
32 C 21.957 12.721 3.310  H92 1.090, C115 1.502, O119 1.402, H166 1.090
33 H 27.589 18.952 5.103  O82 0.960
34 H 29.891 19.451 -1.563  C66 1.090
35 C 29.251 12.516 -1.770  H26 1.090, C60 1.574, O64 1.439, H67 1.090
36 H 25.816 11.470 1.808  C51 1.090
37 H 30.416 11.383 3.000  C156 1.090
38 H 26.258 7.592 0.192  C68 1.090
39 N 31.340 18.513 0.498  H11 1.010, C41 1.445, H161 1.010
40 H 21.251 11.389 -1.910  C93 1.090
41 C 31.199 17.955 -0.828  N39 1.445, C66 1.541, C134 1.515, H146 1.090
42 H 24.179 15.607 1.598  O73 0.960
43 C 26.738 15.794 1.428  H27 1.090, H46 1.090, C141 1.536, O147 1.429
44 H 25.799 16.127 5.073  O24 0.960
45 H 24.571 10.050 -0.313  C121 1.090
46 H 26.835 15.504 0.381  C43 1.090
47 H 24.164 14.781 -1.175  N79 1.010
48 H 25.003 9.155 1.231  C121 1.090
49 H 26.980 7.634 3.944  C163 1.090
50 H 24.356 17.968 5.039  O152 0.960
51 C 26.185 11.502 0.783  H3 1.090, H36 1.090, H83 1.090, O116 1.413
52 C 28.455 19.105 3.350  C9 1.475, O82 1.405, H100 1.090, H143 1.090
53 O 31.921 19.991 -1.766  C25 1.435, C66 1.424
54 C 25.344 8.326 5.168  H22 1.090, N61 1.402, C114 1.583, C163 1.573
55 H 27.767 18.631 -1.069  C148 1.090
56 H 22.675 17.413 6.276  C107 1.090
57 H 28.094 18.017 7.396  O126 0.960
58 O 29.977 13.353 4.568  H7 0.960, C75 1.412
59 H 25.445 7.592 3.040  C163 1.090
60 C 27.875 12.885 -2.440  C35 1.574, O72 1.490, H123 1.090, H135 1.090
61 N 24.970 7.025 5.529  C54 1.402, H98 1.010, H105 1.010
62 O 22.963 18.598 0.467  C20 1.452, H133 0.960
63 H 24.490 15.524 -2.563  N79 1.010
64 O 29.587 11.181 -2.190  H29 0.960, C35 1.439
65 C 24.051 18.423 7.553  H23 1.090, H81 1.090, C107 1.543, O130 1.422
66 C 30.859 19.047 -1.861  H34 1.090, C41 1.541, O53 1.424, H140 1.090
67 H 29.245 12.500 -0.680  C35 1.090
68 C 25.511 8.102 -0.415  H38 1.090, C121 1.494, N127 1.494, C142 1.511
69 H 29.216 17.149 -0.163  C134 1.090
70 H 23.476 13.396 1.430  O86 0.960
71 H 26.043 17.805 1.536  C141 1.090
72 O 28.172 13.156 -3.875  C60 1.490, H94 0.960
73 O 24.424 16.481 1.287  H42 0.960, C141 1.402
74 H 28.005 12.986 3.973  C75 1.090
75 C 29.031 12.927 3.610  O58 1.412, H74 1.090, H88 1.090, C156 1.566
76 H 21.003 10.962 -3.662  C93 1.090
77 H 29.749 19.288 0.872  O157 0.960
78 H 22.134 14.863 3.368  C115 1.090
79 N 24.490 14.619 -2.116  H47 1.010, H63 1.010, C113 1.478
80 H 23.262 20.134 1.875  O14 0.960
81 H 23.991 19.289 6.895  C65 1.090
82 O 27.457 19.434 4.284  H33 0.960, C52 1.405
83 H 27.062 12.148 0.761  C51 1.090
84 H 22.899 21.370 0.043  O132 0.960
85 H 26.282 7.203 -2.099  C142 1.090
86 O 22.981 14.169 1.710  H70 0.960, C115 1.418
87 H 23.465 11.550 3.588  O119 0.960
88 H 29.224 13.475 2.688  C75 1.090
89 O 25.108 20.647 -1.899  C122 1.459, H154 0.960
90 H 28.861 16.760 5.332  C8 1.090
91 H 24.796 21.331 4.838  C164 1.090
92 H 21.065 12.793 2.688  C32 1.090
93 C 21.605 11.507 -2.935  H40 1.090, H76 1.090, O110 1.452, H128 1.090
94 H 27.653 12.558 -4.417  O72 0.960
95 H 25.330 11.598 6.206  C10 1.090
96 H 32.533 21.938 -2.270  C25 1.090
97 H 25.570 12.430 4.653  C10 1.090
98 H 25.736 6.368 5.558  N61 1.010
99 H 22.742 14.129 -2.816  C113 1.090
100 H 28.337 18.034 3.186  C52 1.090
101 H 23.296 18.605 -1.603  C20 1.090
102 H 23.622 7.165 0.147  N127 1.010
103 H 23.656 14.016 3.664  C115 1.090
104 H 25.590 8.811 -2.432  C142 1.090
105 H 24.767 7.211 6.501  N61 1.010
106 H 23.659 7.728 -1.307  N127 1.010
107 C 23.671 17.214 6.673  H21 1.090, H56 1.090, C65 1.543, O152 1.416
108 H 23.126 13.207 -4.916  C6 1.090
109 H 23.060 22.404 3.440  C136 1.090
110 O 23.017 11.166 -2.925  C93 1.452, C158 1.435
111 H 25.486 17.053 2.878  C141 1.090
112 C 27.291 15.264 5.952  C8 1.544, O24 1.407, H139 1.090, H145 1.090
113 C 23.714 13.645 -2.912  C6 1.495, N79 1.478, H99 1.090, C158 1.548
114 C 24.178 9.395 5.095  H5 1.090, H19 1.090, C54 1.583, O118 1.420
115 C 22.728 13.991 3.093  C32 1.502, H78 1.090, O86 1.418, H103 1.090
116 O 26.433 10.200 0.294  C51 1.413, C121 1.370
117 H 21.772 17.950 -1.016  C20 1.090
118 O 24.525 10.632 4.489  C10 1.459, C114 1.420
119 O 22.758 11.629 2.943  C32 1.402, H87 0.960
120 H 28.723 10.961 2.679  C156 1.090
121 C 25.298 9.437 0.220  H45 1.090, H48 1.090, C68 1.494, O116 1.370
122 C 26.174 20.115 -1.057  O89 1.459, H129 1.090, H137 1.090, C148 1.581
123 H 27.491 13.790 -1.970  C60 1.090
124 H 31.824 21.038 -3.550  C25 1.090
125 H 27.404 20.510 2.044  C9 1.090
126 O 27.564 17.699 6.661  C8 1.469, H57 0.960
127 N 24.265 7.303 -0.619  C68 1.494, H102 1.010, H106 1.010
128 H 21.458 12.498 -3.363  C93 1.090
129 H 26.828 20.882 -0.643  C122 1.090
130 O 25.254 18.241 8.290  C65 1.422, H165 0.960
131 H 26.474 10.909 5.104  C10 1.090
132 O 22.789 21.175 -0.890  H84 0.960, C160 1.422
133 H 23.473 17.790 0.555  O62 0.960
134 C 30.143 16.881 -0.671  H2 1.090, C41 1.515, H69 1.090, H151 1.090
135 H 27.168 12.058 -2.370  C60 1.090
136 C 23.255 21.340 3.309  H1 1.090, O14 1.358, H109 1.090, C164 1.508
137 H 25.730 19.511 -0.265  C122 1.090
138 O 26.598 18.131 -2.587  H16 0.960, C148 1.401
139 H 27.946 14.419 5.739  C112 1.090
140 H 30.707 18.699 -2.883  C66 1.090
141 C 25.671 16.823 1.828  C43 1.536, H71 1.090, O73 1.402, H111 1.090
142 C 26.210 8.232 -1.748  C68 1.511, H85 1.090, H104 1.090, H155 1.090
143 H 29.475 19.266 3.698  C52 1.090
144 H 21.006 20.490 -0.427  C160 1.090
145 H 26.686 15.023 6.827  C112 1.090
146 H 32.175 17.552 -1.098  C41 1.090
147 O 26.589 14.602 2.202  H31 0.960, C43 1.429
148 C 27.171 19.153 -1.818  H55 1.090, C122 1.581, O138 1.401, H149 1.090
149 H 27.749 19.760 -2.514  C148 1.090
150 H 26.303 9.132 3.378  C163 1.090
151 H 30.658 16.149 -0.049  C134 1.090
152 O 24.449 17.127 5.492  H50 0.960, C107 1.416
153 O 24.812 19.550 3.806  H15 0.960, C164 1.460
154 H 24.289 20.779 -1.417  O89 0.960
155 H 27.204 8.681 -1.735  C142 1.090
156 C 29.402 11.421 3.397  H37 1.090, C75 1.566, H120 1.090, O159 1.432
157 O 28.816 19.510 0.901  C9 1.426, H77 0.960
158 C 23.848 12.199 -2.376  H28 1.090, O110 1.435, C113 1.548, H167 1.090
159 O 29.281 10.545 4.524  C156 1.432, H168 0.960
160 C 21.817 20.155 -1.073  H17 1.090, C20 1.552, O132 1.422, H144 1.090
161 H 31.844 17.909 1.131  N39 1.010
162 H 24.892 13.302 -4.652  C6 1.090
163 C 26.036 8.149 3.767  H49 1.090, C54 1.573, H59 1.090, H150 1.090
164 C 24.635 20.999 3.813  H4 1.090, H91 1.090, C136 1.508, O153 1.460
165 H 25.941 18.061 7.645  O130 0.960
166 H 21.442 12.671 4.269  C32 1.090
167 H 23.509 12.326 -1.348  C158 1.090
168 H 29.635 10.961 5.313  O159 0.960

The LUMO energy (alpha / beta) is 2.1 / 2.1 eV. The spin multiplicity is 2. As for the charge: -1. The expectation value of S² is 0.750.


Model 2:
Molecular formula: C36H104N4O24
Method: DFT, the ωB97M-V functional and the def2-TZVPD basis

Bonds (Å) are listed after each position.
Cartesian coordinates (Å):
1 H -8.936 1.268 -1.233  C63 1.090
2 C 2.498 3.624 1.544  H3 1.090, O35 1.446, C85 1.588, H88 1.090
3 H 1.838 4.470 1.735  C2 1.090
4 H 3.061 -0.510 -3.214  C17 1.090
5 H -5.749 -2.150 -2.927  C32 1.090
6 O 6.881 1.351 -0.040  C16 1.395, H148 0.960
7 C -6.061 -0.075 -2.157  C32 1.614, H40 1.090, O81 1.351, H102 1.090
8 N -0.616 3.628 2.331  C12 1.475, H62 1.010, H105 1.010
9 H -0.313 7.433 -0.086  C83 1.090
10 H -7.552 1.898 -2.229  C63 1.090
11 O -3.153 -4.553 -2.471  C48 1.457, H132 0.960
12 C -1.719 2.671 2.127  N8 1.475, C24 1.550, C128 1.564, H151 1.090
13 C -2.021 -3.925 1.511  H27 1.090, O38 1.404, C94 1.435, H146 1.090
14 H -0.610 1.230 3.347  C24 1.090
15 H 3.628 1.987 2.679  C85 1.090
16 C 5.757 0.987 0.703  O6 1.395, C124 1.530, H133 1.090, H161 1.090
17 C 2.168 -1.035 -2.876  H4 1.090, H54 1.090, O55 1.453, C78 1.547
18 H 1.718 2.117 -2.219  N114 1.010
19 H 1.786 2.006 -7.613  C123 1.090
20 C 2.405 4.357 -3.292  H43 1.090, H71 1.090, H142 1.090, C152 1.546
21 H -7.346 1.632 -0.566  C63 1.090
22 H 0.989 -6.212 0.339  O69 0.960
23 O -2.444 -1.742 2.147  H47 0.960, C94 1.420
24 C -1.576 1.734 3.354  C12 1.550, H14 1.090, H42 1.090, H44 1.090
25 C 6.669 -0.953 4.926  H36 1.090, H76 1.090, H104 1.090, O110 1.426
26 O -4.113 2.089 -4.221  H52 0.960, C98 1.407
27 H -1.233 -3.443 0.933  C13 1.090
28 O -0.627 -2.697 -2.619  H79 0.960, C139 1.420
29 H 4.794 -0.699 3.094  C111 1.090
30 H -0.852 -4.385 -1.424  C139 1.090
31 O -4.220 2.584 1.831  C121 1.358, C128 1.478
32 C -5.417 -1.552 -2.078  H5 1.090, C7 1.614, N51 1.517, C118 1.443
33 H -3.448 -3.387 2.911  C94 1.090
34 O 0.498 -1.612 0.772  C37 1.435, H92 0.960
35 O 1.847 2.806 0.544  C2 1.446, H65 0.960
36 H 7.404 -1.682 5.266  C25 1.090
37 C 0.279 -0.256 0.356  O34 1.435, H57 1.090, H129 1.090, C168 1.568
38 O -1.369 -4.574 2.573  C13 1.404, H136 0.960
39 H 0.984 1.732 -5.117  C117 1.090
40 H -5.990 0.413 -3.129  C7 1.090
41 H 1.184 -1.324 3.549  N116 1.010
42 H -2.294 0.919 3.263  C24 1.090
43 H 1.990 5.211 -2.757  C20 1.090
44 H -1.791 2.292 4.265  C24 1.090
45 H 3.485 -3.152 2.581  C115 1.090
46 H 2.671 -1.591 5.132  C126 1.090
47 H -2.514 -1.293 1.302  O23 0.960
48 C -1.922 -4.791 -3.214  O11 1.457, H58 1.090, H95 1.090, C139 1.547
49 H -0.771 -3.991 6.899  C99 1.090
50 H 0.453 3.853 -4.169  C152 1.090
51 N -3.907 -1.502 -2.219  C32 1.517, H137 1.010, H160 1.010
52 H -3.867 1.963 -3.302  O26 0.960
53 O -2.988 3.345 -2.112  H108 0.960, C112 1.377
54 H 1.801 -0.155 -2.347  C17 1.090
55 O 1.293 -1.441 -3.963  C17 1.453, H162 0.960
56 H 2.285 -3.796 0.681  C120 1.090
57 H -0.064 0.222 1.274  C37 1.090
58 H -1.717 -5.852 -3.069  C48 1.090
59 H 2.101 -3.385 3.571  C115 1.090
60 H 3.951 -0.019 0.517  C124 1.090
61 H -0.152 -1.593 6.101  C163 1.090
62 H -0.656 3.884 3.308  N8 1.010
63 C -7.866 1.223 -1.433  H1 1.090, H10 1.090, H21 1.090, O81 1.440
64 H 4.005 -4.897 -0.855  C84 1.090
65 H 2.546 2.335 0.085  O35 0.960
66 H -0.705 3.760 0.221  O82 0.960
67 O -0.445 -1.987 4.190  H74 0.960, C163 1.398
68 H 3.145 1.338 -6.769  C123 1.090
69 O 1.027 -5.324 0.701  H22 0.960, C120 1.399
70 H -0.298 5.630 -1.841  C101 1.090
71 H 2.894 4.826 -4.146  C20 1.090
72 H 0.570 3.161 -1.848  N114 1.010
73 O -1.701 -4.413 5.337  C99 1.359, H159 0.960
74 H -1.242 -1.977 3.655  O67 0.960
75 H 1.686 -2.906 -1.619  C78 1.090
76 H 6.961 -0.478 3.989  C25 1.090
77 H 0.218 -4.470 -2.813  C139 1.090
78 C 2.472 -2.215 -1.923  C17 1.547, H75 1.090, H97 1.090, O167 1.400
79 H -1.354 -2.394 -2.071  O28 0.960
80 H 2.719 -7.287 -0.158  O119 0.960
81 O -7.348 -0.084 -1.746  C7 1.351, C63 1.440
82 O -0.834 4.084 -0.673  H66 0.960, C101 1.474
83 C -0.723 6.443 0.109  H9 1.090, H87 1.090, O100 1.437, C101 1.518
84 C 3.088 -5.430 -0.604  H64 1.090, H89 1.090, O119 1.407, C120 1.526
85 C 2.851 2.739 2.814  C2 1.588, H15 1.090, H86 1.090, O149 1.416
86 H 3.229 3.413 3.582  C85 1.090
87 H -1.770 6.586 -0.159  C83 1.090
88 H 3.433 3.907 1.060  C2 1.090
89 H 2.414 -5.253 -1.442  C84 1.090
90 H 4.344 -2.957 -2.078  O167 0.960
91 H -1.822 4.318 -3.343  C112 1.090
92 H -0.211 -1.920 1.340  O34 0.960
93 H 2.575 1.712 -4.450  C117 1.090
94 C -3.036 -3.021 1.970  C13 1.435, O23 1.420, H33 1.090, H166 1.090
95 H -2.039 -4.607 -4.282  C48 1.090
96 H -2.667 -0.940 -1.108  O141 0.960
97 H 2.796 -1.795 -0.971  C78 1.090
98 C -3.273 3.179 -4.515  O26 1.407, H103 1.090, H109 1.090, C112 1.533
99 C -0.654 -3.716 5.851  H49 1.090, O73 1.359, H140 1.090, C163 1.543
100 O -0.587 6.244 1.526  C83 1.437, H156 0.960
101 C -0.132 5.375 -0.794  H70 1.090, O82 1.474, C83 1.518, H113 1.090
102 H -5.466 0.527 -1.470  C7 1.090
103 H -3.883 4.077 -4.614  C98 1.090
104 H 6.628 -0.139 5.650  C25 1.090
105 H 0.221 3.064 2.308  N8 1.010
106 H 3.727 -3.669 4.209  C115 1.090
107 H -1.822 -1.812 5.681  C163 1.090
108 H -2.314 3.530 -1.454  O53 0.960
109 H -2.781 3.075 -5.482  C98 1.090
110 O 5.430 -1.658 4.870  C25 1.426, C111 1.426
111 C 4.468 -0.932 4.107  H29 1.090, O110 1.426, C126 1.560, H154 1.090
112 C -2.328 3.353 -3.320  O53 1.377, H91 1.090, C98 1.533, H138 1.090
113 H 0.925 5.249 -0.562  C101 1.090
114 N 0.898 2.570 -2.598  H18 1.010, H72 1.010, C152 1.452
115 C 3.121 -3.001 3.597  H45 1.090, H59 1.090, H106 1.090, C126 1.527
116 N 2.048 -0.900 3.240  H41 1.010, C126 1.477, H150 1.010
117 C 1.791 2.388 -4.789  H39 1.090, H93 1.090, O122 1.436, C152 1.493
118 C -5.564 -2.283 -0.842  C32 1.443, H147 1.090, H153 1.090, H164 1.090
119 O 3.472 -6.776 -0.464  H80 0.960, C84 1.407
120 C 2.351 -4.882 0.615  H56 1.090, O69 1.399, C84 1.526, H125 1.090
121 C -4.518 2.405 0.518  O31 1.358, H127 1.090, H131 1.090, H158 1.090
122 O 2.188 3.101 -5.971  C117 1.436, C123 1.362
123 C 2.620 2.273 -6.963  H19 1.090, H68 1.090, O122 1.362, H145 1.090
124 C 4.592 0.527 -0.176  C16 1.530, H60 1.090, O130 1.437, H165 1.090
125 H 2.850 -5.204 1.529  C120 1.090
126 C 3.042 -1.564 4.108  H46 1.090, C111 1.560, C115 1.527, N116 1.477
127 H -4.797 3.329 0.012  C121 1.090
128 C -3.059 3.473 2.044  C12 1.564, O31 1.478, H134 1.090, H143 1.090
129 H 1.201 0.201 -0.006  C37 1.090
130 O 4.105 1.753 -0.745  C124 1.437, H135 0.960
131 H -5.367 1.725 0.451  C121 1.090
132 H -3.810 -5.213 -2.704  O11 0.960
133 H 6.020 0.305 1.512  C16 1.090
134 H -2.961 4.266 1.302  C128 1.090
135 H 4.715 2.066 -1.417  O130 0.960
136 H -0.584 -4.905 2.131  O38 0.960
137 H -3.588 -2.453 -2.104  N51 1.010
138 H -1.585 2.555 -3.292  C112 1.090
139 C -0.751 -4.104 -2.472  O28 1.420, H30 1.090, C48 1.547, H77 1.090
140 H 0.321 -4.071 5.518  C99 1.090
141 O -1.993 -0.948 -0.424  H96 0.960, C168 1.456
142 H 3.205 3.916 -2.698  C20 1.090
143 H -3.156 4.104 2.928  C128 1.090
144 H -0.384 -0.253 -1.632  C168 1.090
145 H 3.420 2.769 -7.512  C123 1.090
146 H -2.452 -4.698 0.874  C13 1.090
147 H -5.126 -3.270 -0.995  C118 1.090
148 H 6.603 1.720 -0.881  O6 0.960
149 O 1.652 2.256 3.392  C85 1.416, H155 0.960
150 H 2.266 -1.228 2.310  N116 1.010
151 H -1.725 2.111 1.192  C12 1.090
152 C 1.323 3.350 -3.747  C20 1.546, H50 1.090, N114 1.452, C117 1.493
153 H -6.612 -2.388 -0.561  C118 1.090
154 H 4.436 0.046 4.587  C111 1.090
155 H 1.581 1.355 3.068  O149 0.960
156 H -0.867 5.351 1.741  O100 0.960
157 H -1.093 1.020 -0.641  C168 1.090
158 H -3.711 1.965 -0.068  C121 1.090
159 H -1.583 -4.394 4.385  O73 0.960
160 H -3.851 -1.511 -3.227  N51 1.010
161 H 5.498 1.840 1.330  C16 1.090
162 H 0.495 -1.796 -3.565  O55 0.960
163 C -0.825 -2.219 5.515  H61 1.090, O67 1.398, C99 1.543, H107 1.090
164 H -5.005 -1.726 -0.091  C118 1.090
165 H 4.936 -0.143 -0.964  C124 1.090
166 H -3.848 -2.932 1.249  C94 1.090
167 O 3.457 -3.074 -2.426  C78 1.400, H90 0.960
168 C -0.878 -0.048 -0.682  C37 1.568, O141 1.456, H144 1.090, H157 1.090

The LUMO energy (alpha / beta) is 1.3 / 1.3 eV. The spin multiplicity is 2. As for the charge: -1. The expectation value of S² is 0.750.


model 2 is the most stable structure; the next one sits 11.6 kJ/mol above it.